P) # C3H10O3

3 unconnected molecules or ions with the total composition C3H10O3 (the ωB97M-V functional and the def2-TZVPD basis, the OMol25 dataset).

```
16
Properties=species:S:1:pos:R:3:mulliken_charge:R:1
C 1.99032 1.84306 2.22265 -0.97
C 0.60039 1.39432 1.70851 -0.31
C 0.62067 0.37858 0.62506 0.00
O -0.32319 -0.24654 0.18435 -0.56
H 2.18197 1.39464 3.18866 0.26
H 1.90089 2.91308 2.41673 0.28
H 2.70451 1.75318 1.40406 0.36
H -0.01575 0.93343 2.49188 0.27
H -0.00191 2.29228 1.55912 0.34
H 1.56703 0.25783 0.08970 0.30
O -1.06981 -2.93236 1.05335 -0.65
H -0.88552 -2.11271 0.57179 0.38
H -1.99469 -2.85986 1.31820 0.31
O -2.42319 -1.47965 -5.91539 -0.64
H -2.98424 -2.19789 -6.22974 0.32
H -1.86748 -1.33138 -6.68894 0.32
```

Output
- Molecular weight: 94.1 g mol⁻¹
- SMILES string: CCC=O.O.O



Q) # C3H10O3

2 unconnected molecules or ions with the total composition C3H10O3 (the ωB97M-V functional and the def2-TZVPD basis, the OMol25 dataset).

```
16
Properties=species:S:1:pos:R:3:mulliken_charge:R:1
O -2.18860 0.21333 1.41590 -0.52
C -1.44050 -0.36797 0.43528 0.05
C -0.64751 0.74608 -0.22764 -0.45
C 0.75977 0.71532 -0.82633 -0.07
O 0.54010 0.84081 -2.25240 -0.52
H -1.78209 1.06647 1.79157 0.33
H -2.18844 -0.94979 -0.16754 0.21
H -0.90701 -1.25042 0.83833 0.17
H -0.56232 1.70515 0.44113 0.20
H -1.23301 1.14284 -1.14241 0.25
H 1.42121 -0.03116 -0.49562 -0.21
H 1.40646 1.63343 -0.51081 0.26
H 0.52851 -0.07862 -2.58688 0.28
O 2.47054 -1.89725 1.31174 -0.66
H 1.62591 -1.41658 1.18504 0.37
H 3.08389 -1.63702 0.55745 0.32
```

Output
- Molecular weight: 94.1 g mol⁻¹
- SMILES string: OCCCO.O



The winner here is P), beating the second structure by 0.0486 hartree.



P) # H13O6S

7 unconnected molecules or ions with the total composition H13O6S (the ωB97M-V functional and the def2-TZVPD basis, the OMol25 dataset).

```
20
Properties=species:S:1:pos:R:3:mulliken_charge:R:1
S 0.43172 -0.83155 0.44126 -0.71
H 1.49273 -0.10771 0.04436 -0.05
H 4.11541 -0.79909 0.83434 0.31
H 3.84667 0.49008 1.56319 0.33
O 4.28064 -0.37111 1.68157 -0.63
H 1.57063 1.41020 2.86314 0.34
H 1.76777 1.14747 1.38190 0.22
O 2.10522 1.69695 2.11859 -0.67
H 0.33473 -1.71172 -1.80174 0.31
H -0.81734 -2.04166 -2.76047 0.29
O 0.14126 -2.03409 -2.70746 -0.61
H -2.94394 -1.89026 -1.78174 0.33
H -3.89927 -2.87121 -2.55509 0.29
O -3.56793 -1.97219 -2.51783 -0.64
H -0.61452 3.45931 1.66987 0.33
H -0.01030 4.09196 0.45258 0.32
O -0.74039 4.21487 1.06781 -0.65
H -2.93716 0.01718 0.04087 0.31
H -1.80845 -0.97634 -0.14604 0.24
O -2.74748 -0.92113 0.11090 -0.64
```

Output
- Molecular weight: 141.2 g mol⁻¹
- Net charge: -1



Q) # H13O6S

7 unconnected molecules or ions with the total composition H13O6S (the ωB97M-V functional and the def2-TZVPD basis, the OMol25 dataset).

```
20
Properties=species:S:1:pos:R:3:mulliken_charge:R:1
S -0.25282 1.10611 -0.34824 -0.83
H -0.34145 0.30570 0.75136 -0.09
H 0.92330 1.99577 2.11436 0.30
H 1.97198 1.77750 0.97243 0.32
O 1.83887 1.79197 1.92461 -0.64
H -1.13154 -0.63204 2.24521 0.34
H -0.68183 0.36999 3.17056 0.32
O -1.49639 -0.12540 2.98327 -0.63
H -1.52000 3.58197 0.16527 0.31
H -1.82879 2.80287 1.46236 0.32
O -1.81641 3.68144 1.07208 -0.63
H 1.76783 -4.10543 -1.33367 0.32
H 1.38362 -3.50476 -2.55422 0.32
O 1.87303 -4.29846 -2.27674 -0.65
H -2.00528 -0.02345 -1.50837 0.32
H -1.90631 -1.50090 -1.93923 0.29
O -2.54086 -0.77679 -1.85021 -0.64
H 1.38285 -0.41404 -1.27974 0.29
H 2.30348 -0.89928 -2.34252 0.29
O 2.07672 -1.13278 -1.42854 -0.63
```

Output
- Molecular weight: 141.2 g mol⁻¹
- Net charge: -1



The winner here is P), beating the second structure by 0.0024 hartree.